Model i:
The following is a DFT calculation (wB97M-V/def2-TZVPD) of an isolated ion of composition C2H3O3S2 and charge -1.

Last columns: bonded neighbours and bond lengths (Å).
CARTESIAN COORDINATES (ANGSTROEM)
1 O -1.498 -0.765 -2.483  C2 1.256
2 C -0.403 -1.184 -2.034  O1 1.256, O3 1.242, C4 1.609
3 O 0.376 -2.025 -2.511  C2 1.242
4 C 0.001 -0.563 -0.605  C2 1.609, O5 1.531, S6 1.841, H8 1.153
5 O -1.107 0.445 -0.291  C4 1.531, H9 1.013
6 S 1.529 0.434 -0.848  C4 1.841, S7 2.126
7 S 2.506 0.328 1.037  S6 2.126, H10 1.311
8 H 0.145 -1.388 0.189  C4 1.153
9 H -1.547 0.637 -1.183  O5 1.013
10 H 1.429 0.972 1.413  S7 1.311

Properties
- SMILES = O=C([O-])[C@H](O)SS
- net charge = -1
- Kohn-Sham gap (eV) = 7.69

Model ii:
The following is a DFT calculation (wB97M-V/def2-TZVPD) of an isolated ion of composition C2H3O3S2 and charge -1.

Last columns: bonded neighbours and bond lengths (Å).
CARTESIAN COORDINATES (ANGSTROEM)
1 C -1.803 0.581 -0.476  S2 1.695, H8 0.990, H9 1.131
2 S -0.800 -0.676 0.058  C1 1.695, O3 1.430, O4 1.406, O5 1.868
3 O -1.109 -1.875 -0.658  S2 1.430
4 O -0.628 -0.615 1.451  S2 1.406
5 O 0.878 -0.257 -0.649  S2 1.868, C6 1.281
6 C 1.760 -0.019 0.249  O5 1.281, S7 1.672, H10 1.065
7 S 3.004 1.041 -0.102  C6 1.672
8 H -1.532 0.619 -1.428  C1 0.990
9 H -1.479 1.380 0.256  C1 1.131
10 H 1.709 -0.178 1.300  C6 1.065

Properties
- SMILES = C=[S@](=O)([O-])OC=S
- net charge = -1
- Kohn-Sham gap (eV) = 7.78

Which structure is the least stable? The one labeled model ii.

Model i:
The following is a DFT calculation (wB97M-V/def2-TZVPD) of a 3-piece molecular cluster, CH7NO2 overall.

Last columns: bonded neighbours and bond lengths (Å).
CARTESIAN COORDINATES (ANGSTROEM)
1 C 1.492 -0.214 1.208  N2 1.246, H3 1.095, H4 1.116
2 N 0.321 0.206 1.155  C1 1.246, H5 1.015
3 H 2.023 -0.464 0.283  C1 1.095
4 H 2.226 -0.490 2.002  C1 1.116
5 H -0.218 0.413 1.990  N2 1.015
6 O -2.607 0.023 -0.527  H7 0.983, H8 0.960
7 H -1.647 0.100 -0.331  O6 0.983
8 H -2.800 0.442 0.314  O6 0.960
9 O 0.718 -0.261 -1.968  H10 0.951, H11 0.982
10 H 0.451 0.158 -2.779  O9 0.951
11 H 0.041 0.089 -1.348  O9 0.982

Properties
- SMILES = C=N.O.O
- Kohn-Sham gap (eV) = 11.25

Model ii:
The following is a DFT calculation (wB97M-V/def2-TZVPD) of a 2-piece molecular cluster, CH7NO2 overall.

Last columns: bonded neighbours and bond lengths (Å).
CARTESIAN COORDINATES (ANGSTROEM)
1 C -0.307 0.662 -2.386  O2 1.420, H3 1.088, H4 1.119, H5 1.054
2 O 0.377 1.367 -1.360  C1 1.420, H6 1.027
3 H -0.676 -0.302 -2.043  C1 1.088
4 H 0.459 0.406 -3.161  C1 1.119
5 H -1.137 1.204 -2.744  C1 1.054
6 H -0.328 1.496 -0.625  O2 1.027
7 N 0.461 -1.037 1.961  O8 1.480, H9 0.984, H10 1.005
8 O -0.111 -0.696 3.283  N7 1.480, H11 0.964
9 H 0.919 -0.214 1.677  N7 0.984
10 H 1.244 -1.639 2.153  N7 1.005
11 H -0.902 -1.245 3.245  O8 0.964

Properties
- SMILES = CO.NO
- Kohn-Sham gap (eV) = 11.06

Which structure is the least stable? The one labeled model ii.